[1]
This record from the OMol25 dataset describes the molecule C7H8. The level of theory is ωB97M-V/def2-TZVPD.

```
15
Properties=species:S:1:pos:R:3:forces:R:3:mulliken_charge:R:1
C -1.066 -0.754 -1.064 -0.01 0.00 -0.06 -1.359
C -0.319 0.027 -0.001 -0.09 -0.28 0.11 1.363
C -1.039 0.222 1.318 0.00 0.04 0.04 -1.358
C 1.132 0.101 -0.051 0.10 -0.04 0.02 -0.179
C 2.372 -0.327 0.105 -0.12 0.08 -0.03 -0.971
C 0.465 1.286 -0.526 -0.01 0.90 -0.37 -0.008
C 0.142 2.435 -0.989 0.07 -0.66 0.26 -0.218
H -0.490 -0.806 -1.990 -0.07 0.01 0.14 0.350
H -2.028 -0.276 -1.275 0.14 -0.08 0.05 0.355
H -1.258 -1.774 -0.710 0.05 0.14 -0.02 0.382
H -1.231 -0.750 1.786 0.05 0.11 -0.09 0.382
H -0.444 0.831 2.002 -0.08 -0.09 -0.10 0.349
H -2.000 0.720 1.152 0.14 -0.09 0.02 0.354
H 2.631 -1.304 0.499 -0.20 0.08 -0.03 0.294
H 3.177 0.340 -0.181 0.01 -0.13 0.05 0.263
```
Forces are in eV/Å.

E_LUMO: -0.05 eV
charge: 0
Kohn-Sham gap: 9.3 eV
strongest force on any atom: 0.019 hartree/bohr
HOMO: -9.37 eV

[2]
This record from the OMol25 dataset describes a structure of composition C7H8. The level of theory is ωB97M-V/def2-TZVPD.

```
15
Properties=species:S:1:pos:R:3:forces:R:3:mulliken_charge:R:1
C -1.891 0.501 0.515 -2.66 0.73 2.01 -0.408
C -0.721 1.267 0.992 0.05 1.80 1.34 -0.445
C -0.856 -1.007 -1.334 0.33 -0.06 1.14 -0.103
C -1.048 -0.411 -0.059 0.27 -0.15 -0.74 0.098
C 0.401 -1.008 -1.773 -1.26 -0.45 0.03 -0.937
C 0.172 0.355 0.577 -0.18 1.77 0.79 0.495
C 1.599 0.253 1.016 -0.18 1.89 -2.18 -1.346
H -2.988 0.701 0.949 2.36 -0.89 -1.97 0.281
H -0.673 2.250 1.556 0.14 -1.41 -0.64 0.373
H -1.646 -1.340 -1.950 -0.87 -0.23 -0.51 0.395
H 0.599 -1.329 -2.722 0.49 -0.81 -2.49 0.306
H 1.236 -0.779 -1.212 1.30 0.61 1.22 0.181
H 1.688 0.773 1.953 0.40 0.78 0.03 0.394
H 2.392 0.483 0.228 -1.04 0.12 1.11 0.280
H 1.735 -0.711 1.263 0.86 -3.70 0.85 0.436
```
Forces are in eV/Å.

E_LUMO (spin up / spin down): 0.34 / 0.13 eV
charge: 0
Kohn-Sham gap (spin up / spin down): 7.4 / 7.3 eV
strongest force on any atom: 0.076 hartree/bohr
HOMO (spin up / spin down): -7.06 / -7.17 eV

[3]
This record from the OMol25 dataset describes the molecule C7H8. The level of theory is ωB97M-V/def2-TZVPD.

```
15
Properties=species:S:1:pos:R:3:forces:R:3:mulliken_charge:R:1
C -1.863 0.177 -1.267 -0.53 -0.26 -1.87 -1.153
C -0.735 -0.373 0.862 3.86 0.76 0.87 -0.619
C -0.660 0.220 -0.416 -2.21 0.40 1.81 0.864
C 0.534 0.702 -0.878 2.67 -1.13 3.85 -0.627
C 1.648 0.638 0.329 -2.56 1.56 0.55 -0.332
C 2.036 -0.618 0.705 -1.98 0.31 0.59 -0.470
C 0.721 -0.255 1.411 -1.83 1.01 -1.60 -0.324
H -1.727 -0.901 -1.318 -1.57 -0.56 -1.50 0.275
H -2.877 0.438 -0.866 1.31 -0.20 0.10 0.294
H -1.733 0.709 -2.267 -0.13 -0.96 1.28 0.275
H -1.464 -1.097 1.370 0.80 1.82 -0.96 0.300
H 1.027 0.400 -1.755 -0.22 0.15 -1.80 0.290
H 2.033 1.635 0.616 0.56 -0.72 -0.31 0.332
H 2.167 -1.609 0.979 2.02 -1.42 -0.38 0.496
H 0.894 -0.065 2.494 -0.21 -0.75 -0.62 0.398
```
Forces are in eV/Å.

E_LUMO: -0.74 eV
charge: 0
Kohn-Sham gap: 6.1 eV
strongest force on any atom: 0.094 hartree/bohr
HOMO: -6.81 eV

[4]
This record from the OMol25 dataset describes the molecule C7H8. The level of theory is ωB97M-V/def2-TZVPD.

```
15
Properties=species:S:1:pos:R:3:forces:R:3:mulliken_charge:R:1
C 0.180 -0.746 1.616 -1.06 0.01 0.80 -0.985
C -1.055 0.109 1.505 -1.36 0.93 -2.01 -0.121
C -1.618 0.414 0.305 3.04 -1.53 0.50 -0.410
C -0.923 -0.104 -0.903 1.08 -0.29 -1.67 -0.601
C 0.280 0.242 -1.408 0.22 1.37 2.41 0.326
C 1.517 -0.036 -2.004 -0.42 -1.33 -1.45 -0.435
C 1.578 1.040 -1.302 -2.24 0.23 0.68 -0.486
H 0.978 -0.238 1.110 0.89 0.63 0.55 0.218
H 0.141 -1.638 0.951 -0.47 0.06 1.09 0.329
H 0.274 -0.881 2.731 0.80 -0.52 -1.42 0.292
H -1.520 0.588 2.368 0.29 -0.44 0.16 0.360
H -2.441 1.017 0.145 -1.77 1.13 0.22 0.448
H -1.290 -0.925 -1.522 -0.67 -0.13 0.58 0.284
H 1.900 -0.789 -2.630 1.02 -0.43 -0.71 0.400
H 1.999 1.948 -0.963 0.66 0.32 0.27 0.383
```
Forces are in eV/Å.

E_LUMO: 1.08 eV
SMILES: C/C=C\C=C1C=C1
charge: 0
Kohn-Sham gap: 9.0 eV
strongest force on any atom: 0.067 hartree/bohr
HOMO: -7.97 eV

[5]
This record from the OMol25 dataset describes a structure of composition C7H8BBr2F4N4PdS2. The level of theory is ωB97M-V/def2-TZVPD.

```
29
Properties=species:S:1:pos:R:3:forces:R:3:mulliken_charge:R:1
Pd 0.274 -0.118 -0.225 0.09 0.34 0.87 -0.060
N -1.545 -1.346 -2.874 0.46 -1.09 -2.35 -0.330
C -2.319 -1.000 -1.859 -0.98 0.09 0.04 0.592
N -1.922 -0.591 -0.722 1.41 -0.04 0.38 -0.172
C -2.885 -0.134 0.114 -0.93 0.18 -0.84 -0.362
C -4.124 -0.226 -0.450 -0.08 -0.02 0.26 -0.175
S -4.044 -0.965 -2.026 -0.60 0.37 0.33 -0.297
C -2.411 0.444 1.383 0.29 -0.15 -0.25 -0.274
C -3.129 0.866 2.450 -0.30 0.04 0.64 -0.176
S -2.021 1.324 3.745 -0.04 0.01 -0.91 -0.269
C -0.670 0.975 2.648 -0.72 -0.14 0.86 0.405
N -1.015 0.512 1.493 -0.77 0.25 0.31 0.044
N 0.629 1.142 3.012 -0.07 -0.15 -0.53 -0.415
H -0.548 -1.241 -2.854 0.49 0.07 0.60 0.166
H -1.916 -1.728 -3.751 0.08 0.45 1.00 0.171
H -5.063 0.157 -0.121 -0.40 0.02 0.38 0.397
H -4.228 0.905 2.611 1.13 -0.13 -0.26 0.364
H 0.921 1.134 3.967 -0.24 0.01 0.37 0.190
H 1.214 0.592 2.389 0.01 -0.05 0.19 0.150
Br 2.863 1.332 1.089 1.23 0.14 -0.43 -0.043
C 4.533 0.640 0.383 0.32 0.96 0.20 -0.014
Br 5.695 -0.118 1.756 -0.24 -0.01 -0.21 -0.170
H 5.119 1.449 -0.069 -0.43 -0.18 0.29 0.289
H 4.288 -0.079 -0.367 -0.12 -0.67 -0.14 -0.021
F 2.673 0.505 -1.836 -0.09 0.12 -0.32 -0.383
B 2.500 -0.781 -2.392 -0.74 0.23 1.83 0.643
F 3.587 -1.539 -2.005 0.73 -0.48 -0.37 -0.407
F 2.210 -0.717 -3.705 0.29 0.01 -1.78 -0.354
F 1.334 -1.393 -1.784 0.24 -0.19 -0.17 -0.487
```
Forces are in eV/Å.

E_LUMO: 2.38 eV
charge: -1
Kohn-Sham gap: 4.4 eV
strongest force on any atom: 0.051 hartree/bohr
HOMO: -2.06 eV

[6]
This record from the OMol25 dataset describes a cluster of 2 separate species, C7H8BrClN5 in total. The level of theory is ωB97M-V/def2-TZVPD.

```
22
Properties=species:S:1:pos:R:3:forces:R:3:mulliken_charge:R:1
C -3.188 0.695 -1.125 -1.24 -2.16 -0.70 -0.580
C -2.635 1.832 -0.547 0.99 1.07 -0.31 -0.208
C -2.142 -0.185 -1.317 -0.30 3.47 2.24 -0.140
C 1.992 -1.221 -0.918 0.22 1.20 2.16 -0.088
C 2.825 -0.488 -0.056 0.61 0.62 0.11 -0.315
C 2.298 0.675 0.468 1.63 -0.41 0.37 0.613
C 0.249 0.104 -0.520 0.76 -1.88 -0.96 0.475
N -1.347 1.675 -0.336 -0.77 2.14 0.87 -1.051
N 0.729 -0.998 -1.108 -1.21 1.28 0.04 -0.538
N -1.042 0.460 -0.718 -0.68 -1.22 -1.05 0.689
N 1.002 0.913 0.230 -0.43 2.00 -0.12 0.049
N 0.136 -1.475 1.885 -3.46 1.78 -2.57 -0.642
Cl 3.265 1.798 1.378 -1.21 -0.69 -0.65 -0.083
Br 4.626 -1.011 0.247 -0.84 0.17 -0.20 -0.030
H -4.276 0.423 -1.258 1.60 0.64 -0.15 0.347
H -3.032 2.824 -0.464 -0.40 0.08 0.49 0.441
H -2.184 -1.178 -1.470 0.30 -3.10 -0.96 0.462
H 2.406 -2.068 -1.296 0.98 -2.38 -1.55 0.593
H 0.589 1.854 0.414 0.09 -0.84 0.16 0.333
H -0.674 -0.722 1.944 2.35 -2.27 0.54 0.251
H -0.292 -2.384 1.906 -0.59 -0.28 -0.44 0.217
H 0.695 -1.524 2.659 1.60 0.77 2.69 0.207
```
Forces are in eV/Å.

E_LUMO: -4.64 eV
charge: +1
Kohn-Sham gap: 8.6 eV
strongest force on any atom: 0.091 hartree/bohr
HOMO: -13.25 eV

Which of these has the highest strongest force on any atom? number 3

Which of these has the lowest strongest force on any atom? number 1

Which of these has the highest charge? C7H8BrClN5